w) Formula: H14O7
Source: OMol25
Level of theory: ωB97M-V/def2-TZVPD

- SMILES: O.O.O.O.O.O.O
- Net charge: 0
- Gap between HOMO and LUMO: 11.59 eV
- HOMO energy: -11.18 eV

```
21
H14O7 | OMol25 | ωB97M-V/def2-TZVPD
O 2.01606 -2.22603 -0.36024
H 1.46770 -1.73098 -1.02865
H 2.88696 -2.32374 -0.78621
O -1.81473 -0.92927 -2.64257
H -2.05437 -1.71764 -2.10622
H -1.59506 -0.30825 -1.90115
O 0.82864 -0.58599 -2.21962
H 0.53406 0.28752 -2.02784
H 0.03784 -0.97140 -2.66444
O -1.33942 2.20684 1.02937
H -2.26935 2.33342 1.19084
H -0.93489 1.71767 1.59965
O -0.14261 1.17904 3.23528
H 0.68202 1.65634 3.25317
H 0.14004 0.21964 3.35781
O -1.09646 1.62078 -1.62617
H -1.03098 1.76590 -0.64408
H -2.01130 1.61477 -1.79731
O 1.68034 -1.15706 2.47420
H 1.68742 -1.42481 1.54207
H 1.40534 -1.98497 2.89037
```

x) Formula: H14O7
Source: OMol25
Level of theory: ωB97M-V/def2-TZVPD

- SMILES: O.O.O.O.O.O.O
- Net charge: 0
- Gap between HOMO and LUMO: 10.72 eV
- HOMO energy: -10.84 eV

```
21
H14O7 | OMol25 | ωB97M-V/def2-TZVPD
O -1.42923 -0.31546 -2.60373
H -1.43734 -1.25759 -2.43473
H -1.26953 0.08065 -1.74710
O 2.03894 -1.55131 -0.46723
H 1.98928 -1.99692 -1.31293
H 2.34751 -2.22343 0.14043
O 3.41926 0.33393 -2.06651
H 3.54511 1.22167 -1.73140
H 3.00327 -0.13816 -1.34518
O -2.66649 -0.96450 2.04478
H -2.81757 -0.67293 1.14567
H -2.64289 -1.91964 1.98657
O -0.27185 0.04894 -0.04859
H -0.24762 -0.05211 0.90294
H 0.53556 -0.36429 -0.35446
O 0.43354 2.55833 -1.20841
H 0.10242 1.85595 -0.64872
H 0.61561 3.27956 -0.60599
O -1.41492 0.88655 3.39623
H -1.79346 0.20244 2.84401
H -2.03957 0.98830 4.11434
```

Relative to the most stable one, in hartree, the structures come out at w) 0.0000; x) 0.0056.